Entry 1:
A cluster of 2 separate species, C3H7O3 in total in a non-equilibrium geometry. Source: the OMol25 dataset; level of theory: ωB97M-V/def2-TZVPD.

Each line ends with the natural charge from an NBO analysis.
Geometry (Å):
C  0.425525  1.029935  -1.557654  -0.740
C  -0.728609  1.111866  -0.507568  0.761
O  -1.206192  0.056670  0.050201  -0.845
O  -1.129929  2.240189  -0.212415  -0.761
H  1.373117  0.448675  -1.317392  0.183
H  0.543302  2.034544  -1.627157  0.218
H  0.082752  0.548773  -2.481995  0.199
C  1.637974  -1.587846  1.048268  -0.249
O  0.380137  -2.326067  1.102334  -0.775
H  -0.297666  -1.710646  0.816416  0.515
H  1.766411  -1.193018  2.086329  0.163
H  1.649613  -0.923530  0.205644  0.188
H  2.520991  -2.294864  0.898919  0.142

Atoms 1-3, force components in eV/Å:
C -0.3 -3.2 0.6
C -0.8 -2.3 1.9
O 1.1 0.0 -1.0

Calculated values
Net charge: -1
LUMO energy in eV: 4.00
M in g mol⁻¹: 91.1
Orbital gap in eV: 7.9917
F_max in eV/Å: 3.40
E_HOMO in Ha: -0.1468
Energy relative to the best compared isomer or geometry (same formula, charge and spin) in kJ/mol: 134.4

Entry 2:
The molecule C5H8N2O in a non-equilibrium geometry. Source: the OMol25 dataset; level of theory: ωB97M-V/def2-TZVPD.

Each line ends with the natural charge from an NBO analysis.
Geometry (Å):
C  -1.941161  -1.608088  0.078657  -0.667
C  -1.372864  -0.286135  0.064814  0.128
N  -1.873965  0.741321  -0.528636  -0.092
O  -1.129224  1.885193  -0.456699  -0.206
N  0.038637  1.642636  0.266941  -0.102
C  0.916050  0.618330  -0.426867  -0.127
C  2.349774  0.733186  -0.002183  -0.632
C  -0.022606  -0.036746  0.513326  -0.150
H  -3.035322  -1.681904  -0.263800  0.247
H  -1.797868  -2.225305  0.986296  0.237
H  -1.441360  -2.378868  -0.486523  0.238
H  0.754720  0.561928  -1.552469  0.222
H  2.954512  -0.221431  -0.152099  0.226
H  2.282034  1.109106  1.077256  0.229
H  3.079862  1.511875  -0.571278  0.229
H  0.238782  -0.365104  1.453263  0.220

Atoms 1-3, force components in eV/Å:
C -2.8 -2.7 0.0
C 1.2 2.1 -1.3
N -1.9 -0.8 -0.6

Calculated values
SMILES: CC1=NON2[C@@H](C)[C@H]12
LUMO energy in eV: 0.81
M in g mol⁻¹: 112.1
Orbital gap in eV: 9.8070
F_max in eV/Å: 3.89
E_HOMO in Ha: -0.3308
Energy relative to the best compared isomer or geometry (same formula, charge and spin) in kJ/mol: 529.2

Entry 3:
The ion C7H11N2OSi with charge -1 in a non-equilibrium geometry. Source: the OMol25 dataset; level of theory: ωB97M-V/def2-TZVPD.

Each line ends with the natural charge from an NBO analysis.
Geometry (Å):
C  3.576834  0.239621  0.838773  -0.259
C  2.419074  0.435468  0.601169  0.031
C  -1.754745  -1.822956  0.550564  -0.364
C  -0.500613  -2.233286  0.236422  -0.204
C  0.788609  2.071106  -0.368374  -0.565
C  0.548588  -0.368238  -0.792168  -0.249
C  0.997075  0.657153  0.257162  -0.309
N  -2.901474  0.831897  -0.714988  -1.455
N  0.593971  -1.690425  -0.400644  -0.005
O  1.787915  -2.359698  -0.345864  -0.418
Si  -2.906075  -0.277642  0.571160  1.175
H  4.513355  0.157124  1.225984  0.208
H  -0.420256  -3.272780  0.555819  0.216
H  1.580474  2.105609  -1.228230  0.188
H  -0.027516  2.354086  -0.844529  0.229
H  0.972567  2.758556  0.438196  0.207
H  -0.494075  -0.130627  -1.001295  0.275
H  1.192700  -0.252350  -1.739367  0.202
H  0.391232  0.346552  1.091227  0.248
H  -3.321600  0.538910  -1.609241  0.326
H  -4.243342  -0.973822  1.175564  -0.273
H  -2.792688  0.885734  1.502660  -0.205

Atoms 1-3, force components in eV/Å:
C -1.8 0.5 -0.3
C -0.7 0.3 -0.1
C 1.6 1.5 -0.6

Calculated values
Net charge: -1
LUMO energy (spin up / spin down) in eV: 2.53 / 3.07
M in g mol⁻¹: 167.3
Orbital gap (spin up / spin down) in eV: 6.3044 / 6.6853
F_max in eV/Å: 6.01
E_HOMO (spin up / spin down) in Ha: -0.1386 / -0.1329
Energy relative to the best compared isomer or geometry (same formula, charge and spin) in kJ/mol: 316.6

Entry 4:
A structure of composition C26H25Br4N2O2Os. Source: the OMol25 dataset; level of theory: ωB97M-V/def2-TZVPD.

Each line ends with the natural charge from an NBO analysis.
Geometry (Å):
Os  0.058893  -0.039960  0.083403  0.778
Br  -2.802818  -1.996699  6.194685  0.055
C  -1.822116  -1.030739  4.896252  -0.189
C  -1.112485  0.108845  5.243859  -0.152
Br  -1.109105  0.729830  7.033054  0.054
C  -0.385339  0.803170  4.268854  -0.217
Br  0.643531  2.338764  4.676986  0.046
C  -0.341307  0.377754  2.937182  0.254
O  0.346713  0.966216  2.008701  -0.759
C  -1.080427  -0.801022  2.588656  0.300
O  -0.994936  -1.224504  1.338254  -0.739
C  -1.798746  -1.473539  3.564087  -0.187
Br  -2.726256  -3.025558  3.008355  0.056
N  1.913782  0.599361  -0.770450  -0.738
C  1.910058  0.693620  -2.188421  0.180
C  2.691809  -0.132668  -2.970941  -0.248
C  2.562500  -0.088332  -4.355652  -0.212
C  1.655549  0.782171  -4.936968  -0.253
C  0.872085  1.605869  -4.133046  -0.146
C  0.986059  1.579391  -2.751304  -0.079
C  0.131035  2.385909  -1.844386  -0.070
C  -0.107273  3.724473  -2.171390  -0.219
C  -0.935179  4.513521  -1.394498  -0.262
C  -1.536824  3.947521  -0.275163  -0.232
C  -1.288556  2.628705  0.063390  -0.174
C  -0.435642  1.797010  -0.683579  -0.168
H  2.661303  0.038520  -0.380449  0.408
H  1.865641  1.524428  -0.350555  0.419
H  3.379798  -0.826648  -2.501659  0.211
H  3.159675  -0.748973  -4.971523  0.206
H  1.541548  0.810657  -6.013268  0.205
H  0.137772  2.264923  -4.580961  0.206
H  0.373597  4.143460  -3.049385  0.197
H  -1.105566  5.551694  -1.652022  0.198
H  -2.198432  4.542251  0.344561  0.200
H  -1.759864  2.217931  0.948525  0.205
C  3.098296  -2.271218  4.701481  -0.588
C  2.563222  -1.055876  3.944936  -0.521
C  2.345763  -1.333862  2.525352  0.351
N  2.171101  -1.523548  1.405395  -0.396
H  3.323013  -1.994179  5.730716  0.213
H  4.007456  -2.655723  4.239355  0.205
H  2.357540  -3.069648  4.715763  0.219
H  3.244948  -0.207201  4.012916  0.246
H  1.609226  -0.726488  4.360701  0.273
C  -1.482750  -2.991469  -2.388258  -0.596
C  -1.685474  -1.523649  -1.994937  -0.169
C  -2.843953  -1.413000  -1.006960  -0.610
C  -2.020714  -0.703229  -3.251740  -0.598
C  -0.365142  -0.970048  -1.484220  -0.141
H  -2.396374  -3.401112  -2.830393  0.195
H  -1.229795  -3.590352  -1.510805  0.214
H  -0.674601  -3.092426  -3.117887  0.197
H  -3.769840  -1.758560  -1.479380  0.183
H  -2.980709  -0.375878  -0.693111  0.216
H  -2.659971  -2.003853  -0.112344  0.238
H  -2.995529  -1.002495  -3.649190  0.197
H  -1.267573  -0.848542  -4.030999  0.201
H  -2.059482  0.362462  -3.011001  0.217
H  0.360869  -1.137481  -2.298598  0.118

Atoms 1-3, force components in eV/Å:
Os -0.6 -0.3 -0.6
Br 0.0 0.0 0.0
C 0.0 0.0 0.0

Calculated values
Net charge: -1
LUMO energy in eV: 2.43
M in g mol⁻¹: 907.3
Orbital gap in eV: 6.3265
F_max in eV/Å: 0.86
E_HOMO in Ha: -0.1432
Energy relative to the best compared isomer or geometry (same formula, charge and spin) in kJ/mol: 110.4

Entry 5:
The molecule C10H14N2S in a non-equilibrium geometry. Source: the OMol25 dataset; level of theory: ωB97M-V/def2-TZVPD.

Each line ends with the natural charge from an NBO analysis.
Geometry (Å):
C  -0.386155  -0.753976  0.167573  0.193
C  1.207982  1.697327  -0.378158  0.203
C  -1.210969  1.482953  0.119672  0.264
C  0.252155  -1.494803  1.064411  -0.509
C  -3.646165  -2.578778  -0.629716  -0.368
C  -2.814837  -1.542568  -0.886366  -0.209
C  2.366063  1.155938  -0.228074  -0.029
C  3.361572  0.928381  -1.388091  -0.619
C  3.063257  0.769960  1.132814  -0.642
C  -2.769112  -0.349337  -0.024476  -0.257
N  0.036065  2.071059  0.101145  -0.572
N  -1.401414  0.141453  0.227095  -0.434
S  -2.377328  2.703268  0.355076  -0.312
H  1.027949  -2.121262  0.689639  0.207
H  0.093718  -1.789735  2.176769  0.217
H  -3.775988  -3.408784  -1.438020  0.203
H  -4.370860  -2.666309  0.120506  0.199
H  -2.041614  -1.534285  -1.692706  0.224
H  2.781313  0.908021  -2.343817  0.222
H  4.159998  1.683502  -1.431842  0.222
H  3.683033  -0.006139  -1.109511  0.207
H  2.261526  1.051148  1.887241  0.224
H  2.941662  -0.305570  1.087506  0.220
H  4.048614  1.055569  1.234139  0.223
H  -3.085337  -0.674580  1.073479  0.210
H  -3.299252  0.528037  -0.305344  0.262
H  -0.105863  3.049504  0.419056  0.452

Atoms 1-3, force components in eV/Å:
C 1.1 -0.4 1.5
C -0.4 -0.6 -0.7
C -0.1 1.8 1.4

Calculated values
LUMO energy (spin up / spin down) in eV: -0.03 / -0.55
M in g mol⁻¹: 194.3
Orbital gap (spin up / spin down) in eV: 7.5403 / 6.1840
F_max in eV/Å: 5.90
E_HOMO (spin up / spin down) in Ha: -0.2783 / -0.2473
Energy relative to the best compared isomer or geometry (same formula, charge and spin) in kJ/mol: 832.0

Entry 6:
A cluster of 9 separate species, C4H28NO9 in total in a non-equilibrium geometry. Source: the OMol25 dataset; level of theory: ωB97M-V/def2-TZVPD.

Each line ends with the Löwdin spin population.
Geometry (Å):
C  2.080723  0.358475  -0.261999  0.039
C  0.941302  0.226336  -1.190832  0.019
C  -0.167080  1.219797  -1.061011  0.045
C  -1.418044  1.199314  -0.253024  0.049
O  -0.550146  1.229582  -2.514278  0.033
N  0.453893  -1.182857  -0.905028  0.009
H  2.331384  1.471878  -0.013299  0.015
H  1.830523  0.082872  0.729670  0.009
H  2.957307  -0.108022  -0.737086  0.004
H  1.276691  0.399130  -2.205368  0.003
H  0.251986  2.308240  -0.665333  0.018
H  -1.301410  1.120842  0.912732  0.012
H  -2.161998  2.062262  -0.479787  0.021
H  -2.043472  0.396552  -0.698350  0.002
H  -0.710902  2.082021  -2.737867  0.014
H  1.040115  -2.003441  -0.955729  0.005
H  0.026814  -1.171417  0.110216  0.005
H  -0.234212  -1.431693  -1.634445  0.002
H  -2.795107  -3.044352  1.680051  0.001
H  -1.576226  -2.400334  2.225356  0.003
O  -1.889779  -2.975821  1.493406  0.007
H  1.016942  2.930190  0.765797  0.034
H  1.106250  3.766236  2.195471  0.092
O  1.158969  2.796847  1.668729  0.153
H  -2.090934  -3.476972  -0.780252  0.001
H  -2.265865  -3.355775  -2.098205  0.001
O  -1.672780  -3.106752  -1.459590  0.005
H  1.788902  -3.423025  0.625922  0.003
H  1.101047  -2.546513  1.784623  0.002
O  1.419275  -2.573066  0.908562  0.008
H  1.006377  -1.999765  -3.425403  0.005
H  0.036509  -1.045770  -4.162908  0.003
O  0.102682  -1.637222  -3.347916  0.010
H  -0.374461  -0.858069  3.059006  0.007
H  1.055537  -1.422493  3.599920  0.006
O  0.138056  -1.596426  3.271247  0.015
H  -0.953296  4.117911  -1.906433  0.040
H  -0.491432  4.529884  -0.593893  0.065
O  -0.432381  3.761627  -1.137348  0.149
H  0.750130  1.745516  3.092379  0.015
H  -0.675628  2.140269  3.502000  0.023
O  -0.066263  1.414005  3.600298  0.045

Atoms 1-3, force components in eV/Å:
C 1.8 3.5 0.3
C 0.5 -0.9 1.7
C 0.7 3.3 -0.8

Calculated values
LUMO energy (spin up / spin down) in eV: -0.14 / -0.26
M in g mol⁻¹: 234.3
Orbital gap (spin up / spin down) in eV: 2.2904 / 9.6680
Spin multiplicity: 2
F_max in eV/Å: 6.20
E_HOMO (spin up / spin down) in Ha: -0.0894 / -0.3648
Energy relative to the best compared isomer or geometry (same formula, charge and spin) in kJ/mol: 443.4

Q: M of number 1 (C3H7O3)?
A: 91.1 g mol⁻¹

Q: The highest F_max belongs to which entry?
A: C4H28NO9

Q: Which of these has the highest F_max?
A: C4H28NO9

Q: What is the formula in the third record?
A: C7H11N2OSi